(1)
C19H20AsClN3O5SV | ωB97M-V/def2-TZVPD

Results
* E_HOMO (alpha / beta): -0.55115 / -0.55117 Eh
* LUMO energy (alpha / beta): -6.764 / -6.351 eV
* 2S+1: 3
* net charge: +2
* gap between HOMO and LUMO (alpha / beta): 8.23 / 8.65 eV
* molar mass: 563.77 g mol⁻¹
* relative energy (zero: lowest compared OMol25 entry of this formula, charge and spin): 0.000 eV

Positions of all 51 atoms, in Å:
V: -1.0018 -1.4956 -1.3354
N: 0.3615 -2.4394 -2.7569
N: 0.9058 -3.6673 -2.3488
C: 0.4384 -4.2890 -1.2579
N: 0.9349 -5.4716 -0.9483
S: -0.7877 -3.6002 -0.2758
H: -0.1136 -2.5526 -3.6530
H: 1.1132 -1.7587 -2.8633
H: 1.5938 -4.1005 -2.9501
H: 1.6215 -5.9473 -1.5152
H: 0.5836 -5.9593 -0.1384
O: -4.1417 0.0575 -2.3118
Cl: -3.4484 -1.1547 -2.3499
O: -3.0359 -1.5983 -0.9754
O: -2.0440 -0.9329 -2.9222
O: -4.0739 -2.1944 -3.0383
O: 0.4645 -0.4019 -1.0265
As: 0.4066 0.7866 0.2534
C: 0.7373 2.4955 -0.4778
C: 0.2057 3.6129 0.1632
C: 0.5032 4.8731 -0.3312
C: 1.3169 5.0048 -1.4491
C: 1.8437 3.8845 -2.0796
C: 1.5610 2.6184 -1.5930
C: 1.6967 0.2664 1.5312
C: 1.8579 -1.0809 1.8524
C: 2.7800 -1.4335 2.8228
C: 3.5281 -0.4504 3.4610
C: 3.3650 0.8874 3.1324
C: 2.4461 1.2553 2.1609
C: -1.3848 0.6152 0.8633
C: -2.3880 1.3541 0.2308
C: -3.7013 1.2023 0.6467
C: -4.0071 0.3150 1.6703
C: -3.0085 -0.4256 2.2919
C: -1.6886 -0.2745 1.8977
H: -0.4337 3.5097 1.0324
H: 0.0986 5.7505 0.1543
H: 1.5437 5.9906 -1.8323
H: 2.4775 3.9987 -2.9481
H: 1.9746 1.7424 -2.0762
H: 1.2781 -1.8456 1.3482
H: 2.9183 -2.4733 3.0862
H: 4.2467 -0.7321 4.2188
H: 3.9547 1.6456 3.6287
H: 2.3243 2.2988 1.8963
H: -2.1461 2.0504 -0.5641
H: -4.4860 1.7760 0.1731
H: -5.0338 0.2052 1.9933
H: -3.2560 -1.1030 3.0978
H: -0.9014 -0.8145 2.4114

Cartesian forces, eV/Å:
0.155 0.003 0.034
0.007 0.036 0.009
0.010 -0.009 -0.001
-0.006 0.026 -0.002
0.001 -0.003 -0.006
-0.001 0.005 -0.002
0.003 -0.022 0.002
0.013 -0.014 0.006
-0.004 0.002 -0.009
-0.002 0.000 -0.003
0.000 0.002 0.002
-0.002 0.019 0.004
0.017 0.043 0.029
-0.049 0.011 0.015
-0.007 -0.002 -0.014
-0.042 -0.057 -0.054
-0.097 -0.047 -0.012
0.008 0.018 -0.019
0.002 0.005 -0.001
-0.008 0.000 0.003
0.006 0.004 -0.010
-0.002 0.003 0.004
-0.001 -0.004 0.002
0.004 -0.006 -0.002
0.025 -0.052 0.017
-0.006 0.019 0.004
-0.002 -0.009 0.002
0.007 0.002 0.005
0.001 0.002 -0.001
-0.016 0.018 -0.011
-0.033 0.022 0.013
0.007 -0.002 0.014
-0.005 -0.004 -0.003
0.001 -0.009 0.009
-0.009 0.004 -0.005
0.029 0.000 -0.006
0.002 0.000 0.000
-0.001 0.000 -0.001
-0.001 0.000 0.000
0.000 0.000 0.000
0.000 0.000 -0.003
-0.001 0.000 -0.001
-0.001 -0.001 -0.002
-0.001 -0.001 0.000
0.001 0.000 -0.001
0.004 -0.002 0.000
-0.008 0.002 0.000
0.006 0.003 -0.007
0.001 -0.001 0.002
-0.003 -0.002 -0.001
-0.002 -0.004 0.001



(2)
F5NP2S | ωB97M-V/def2-TZVPD

Results
* E_HOMO: -0.36053 Eh
* LUMO energy: -0.085 eV
* gap between HOMO and LUMO: 9.73 eV
* molar mass: 203.01 g mol⁻¹
* relative energy (zero: lowest compared OMol25 entry of this formula, charge and spin): 0.000 eV

Positions of all 9 atoms, in Å:
N: 0.2539 -0.9622 0.2807
F: -1.5464 1.1391 -0.0341
F: -2.4191 -0.9912 0.6171
F: -1.9803 -0.5965 -1.5210
F: 1.5193 1.0631 1.5549
F: 0.8069 1.2792 -0.6445
P: -1.3016 -0.3335 -0.1839
P: 1.5058 0.0924 0.1952
S: 3.1616 -0.6903 -0.2645

Cartesian forces, eV/Å:
-5.339 1.932 -1.502
-0.440 1.075 0.350
0.215 -0.135 0.949
0.923 -0.121 -1.098
0.033 -1.943 -1.841
1.322 -0.372 -0.357
4.309 -2.800 2.028
-0.805 1.823 1.405
-0.219 0.540 0.066